1.
C45H67F5N2O11P2SSi | the ωB97M-V functional and the def2-TZVPD basis

Computed properties:
LUMO level: -0.8 eV
Structure (SMILES): C#Cc1cc2c(cc1C(F)(F)CC[Si](C)(C)c1ccccc1)N(NCC)c1c(cc(CCOCC)c(COC(F)(F)F)c1O)S2.CCOP(=O)(OCC)OCC.CCOP(=O)(OCC)OCC
Charge: 0
F_max: 0.1651 Eh/bohr
M: 1029.1 Da

Atoms and positions in Å:
C1 8.522 -1.239 3.503
C2 7.953 -0.657 2.598
C3 7.094 -0.292 1.429
C4 5.883 0.439 1.745
C5 4.993 0.823 0.691
C6 5.301 0.438 -0.668
C7 6.514 -0.288 -0.960
C8 7.463 -0.658 0.077
C9 8.751 -1.407 -0.334
F1 8.556 -1.887 -1.647
F2 8.990 -2.542 0.424
C10 10.024 -0.482 -0.440
C11 10.853 -0.390 0.900
Si1 11.149 1.375 1.564
C12 13.046 1.680 1.520
C13 10.701 1.401 3.434
C14 10.317 2.761 0.578
C15 11.139 3.910 0.204
C16 10.593 5.043 -0.515
C17 9.206 5.050 -0.928
C18 8.379 3.925 -0.577
C19 8.929 2.818 0.179
N1 4.464 0.760 -1.815
N2 4.717 2.150 -2.078
C20 4.784 2.436 -3.525
C21 6.192 3.004 -3.951
C22 3.047 0.622 -1.531
C23 2.389 1.054 -0.321
C24 0.970 0.942 -0.086
C25 0.142 0.363 -1.106
C26 -1.388 0.282 -0.871
C27 -1.888 1.011 0.413
O1 -3.297 0.852 0.585
C28 -3.803 1.831 1.502
C29 -5.360 1.987 1.383
C30 0.746 -0.135 -2.333
C31 -0.035 -0.819 -3.482
O2 -1.156 -1.618 -3.055
C32 -0.833 -2.920 -2.823
F3 -1.026 -3.737 -3.899
F4 -1.708 -3.372 -1.852
F5 0.417 -3.122 -2.334
C33 2.178 0.000 -2.528
O3 2.805 -0.465 -3.695
S1 3.473 1.783 0.956
H1 9.162 -1.608 4.313
H2 5.624 0.712 2.789
H3 6.732 -0.536 -2.015
H4 10.680 -1.020 -1.175
H5 9.781 0.497 -0.906
H6 10.426 -0.989 1.741
H7 11.862 -0.844 0.711
H8 13.331 1.875 0.450
H9 13.632 0.800 1.868
H10 13.294 2.600 2.112
H11 10.936 0.396 3.865
H12 9.618 1.601 3.586
H13 11.365 2.133 3.950
H14 12.210 3.999 0.478
H15 11.223 5.924 -0.766
H16 8.847 5.942 -1.478
H17 7.309 3.880 -0.875
H18 8.245 1.981 0.422
H19 4.048 2.748 -1.596
H20 4.057 3.276 -3.712
H21 4.529 1.560 -4.164
H22 6.997 2.227 -3.861
H23 6.180 3.399 -4.997
H24 6.506 3.859 -3.298
H25 0.604 1.333 0.885
H26 -1.706 -0.786 -0.852
H27 -1.938 0.746 -1.736
H28 -1.384 0.523 1.291
H29 -1.604 2.090 0.347
H30 -3.328 2.836 1.327
H31 -3.573 1.568 2.568
H32 -5.881 1.035 1.145
H33 -5.729 2.356 2.376
H34 -5.563 2.802 0.649
H35 -0.381 -0.027 -4.197
H36 0.682 -1.444 -4.075
H37 2.427 0.068 -4.414
C34 -5.227 -6.664 -4.421
C35 -6.020 -7.857 -3.919
O4 -5.398 -8.463 -2.796
P1 -5.442 -7.693 -1.337
O5 -6.928 -7.686 -1.098
O6 -5.042 -8.960 -0.368
C36 -5.928 -9.424 0.645
C37 -6.808 -10.544 0.124
O7 -3.784 -7.398 -1.438
C38 -3.324 -6.043 -1.392
C39 -4.026 -5.206 -0.343
H38 -5.283 -5.837 -3.705
H39 -5.624 -6.307 -5.374
H40 -4.175 -6.923 -4.550
H41 -7.047 -7.567 -3.678
H42 -6.069 -8.616 -4.702
H43 -6.520 -8.603 1.052
H44 -5.312 -9.803 1.464
H45 -7.320 -10.263 -0.797
H46 -7.559 -10.823 0.867
H47 -6.206 -11.424 -0.109
H48 -3.428 -5.590 -2.381
H49 -2.256 -6.079 -1.169
H50 -5.087 -5.073 -0.589
H51 -3.573 -4.216 -0.277
H52 -3.974 -5.686 0.636
C40 -11.472 1.952 3.493
C41 -10.831 2.232 2.147
O8 -10.859 3.617 1.832
P2 -9.855 4.649 2.636
O9 -8.523 4.101 2.198
O10 -9.948 5.924 1.604
C42 -8.792 6.425 0.941
C43 -8.622 5.776 -0.419
O11 -11.182 5.336 3.423
C44 -11.219 5.320 4.852
C45 -9.889 5.670 5.490
H53 -10.850 2.344 4.305
H54 -11.590 0.879 3.652
H55 -12.451 2.430 3.564
H56 -9.804 1.855 2.120
H57 -11.389 1.717 1.364
H58 -7.902 6.301 1.561
H59 -8.936 7.501 0.811
H60 -8.641 4.687 -0.354
H61 -7.678 6.080 -0.877
H62 -9.440 6.064 -1.082
H63 -11.567 4.343 5.198
H64 -11.969 6.052 5.157
H65 -9.135 4.902 5.278
H66 -9.992 5.745 6.574
H67 -9.510 6.618 5.103

Löwdin atomic charge list, values in e, 99 entries: number 1, C, carries 0.12; number 2, C, carries -0.08; number 3, C, carries -0.16; number 4, C, carries -0.03; number 5, C, carries -0.41; number 6, C, carries -0.19; number 7, C, carries 0.09; number 8, C, carries -0.05; number 9, C, carries -0.41; number 10, F, carries 0.02; number 11, F, carries 0.07; number 12, C, carries -0.12; number 13, C, carries -0.23; number 14, Si, carries 0.60; number 15, C, carries -0.21; number 16, C, carries -0.19; number 17, C, carries -0.24; number 18, C, carries -0.09; number 19, C, carries -0.08; number 20, C, carries -0.08; number 21, C, carries -0.08; number 22, C, carries -0.08; number 23, N, carries -0.07; number 24, N, carries -0.03; number 25, C, carries -0.24; number 26, C, carries -0.10; number 27, C, carries -0.14; number 28, C, carries -0.40; number 29, C, carries -0.04; number 30, C, carries -0.12; number 31, C, carries -0.10; number 32, C, carries -0.24; number 33, O, carries -0.16; number 34, C, carries -0.28; number 35, C, carries -0.07; number 36, C, carries -0.06; number 37, C, carries -0.10; number 38, O, carries 0.03; number 39, C, carries -0.62; number 40, F, carries 0.15; number 41, F, carries 0.11; number 42, F, carries 0.16; number 43, C, carries -0.15; number 44, O, carries 0.02; number 45, S, carries 0.98; number 46, H, carries 0.06; number 47, H, carries 0.12; number 48, H, carries 0.13; number 49, H, carries 0.12; number 50, H, carries 0.10; number 51, H, carries 0.05; number 52, H, carries 0.08; number 53, H, carries 0.04; number 54, H, carries 0.03; number 55, H, carries 0.04; number 56, H, carries 0.02; number 57, H, carries 0.02; number 58, H, carries 0.03; number 59, H, carries 0.08; number 60, H, carries 0.10; number 61, H, carries 0.10; number 62, H, carries 0.09; number 63, H, carries 0.08; number 64, H, carries 0.10; number 65, H, carries 0.11; number 66, H, carries 0.10; number 67, H, carries 0.07; number 68, H, carries 0.07; number 69, H, carries 0.06; number 70, H, carries 0.10; number 71, H, carries 0.12; number 72, H, carries 0.14; number 73, H, carries 0.13; number 74, H, carries 0.13; number 75, H, carries 0.12; number 76, H, carries 0.12; number 77, H, carries 0.08; number 78, H, carries 0.07; number 79, H, carries 0.07; number 80, H, carries 0.15; number 81, H, carries 0.14; number 82, H, carries 0.11; number 83, C, carries -0.08; number 84, C, carries -0.30; number 85, O, carries -0.22; number 86, P, carries 0.63; number 87, O, carries -0.23; number 88, O, carries -0.22; number 89, C, carries -0.30; number 90, C, carries -0.08; number 91, O, carries -0.19; number 92, C, carries -0.30; number 93, C, carries -0.08; number 94, H, carries 0.06; number 95, H, carries 0.08; number 96, H, carries 0.08; number 97, H, carries 0.11; number 98, H, carries 0.12; number 99, H, carries 0.10



2.
C5H8N2 | the ωB97M-V functional and the def2-TZVPD basis

Computed properties:
LUMO level: 0.9 eV
Structure (SMILES): C[C@H]1CN1CC#N
Charge: 0
Relative energy (zero: lowest compared OMol25 entry of this formula, charge and spin): 41.63 kcal per mole
F_max: 0.0226 Eh/bohr
M: 96.1 Da

Atoms and positions in Å:
C1 0.548 1.835 0.064
C2 0.717 0.351 -0.140
C3 1.194 -0.665 0.845
N1 -0.219 -0.437 0.629
C4 -1.016 -1.361 -0.143
C5 -2.004 -0.553 -0.884
N2 -2.734 0.131 -1.465
H1 0.894 2.156 1.047
H2 -0.526 2.046 0.011
H3 1.056 2.416 -0.707
H4 0.868 0.036 -1.177
H5 1.635 -1.583 0.448
H6 1.561 -0.371 1.825
H7 -0.433 -1.947 -0.874
H8 -1.540 -2.055 0.520

The Löwdin scheme yields these atomic charges, measured in e: number 1, C, carries -0.05; number 2, C, carries -0.34; number 3, C, carries -0.09; number 4, N, carries -0.11; number 5, C, carries -0.19; number 6, C, carries -0.20; number 7, N, carries 0.15; number 8, H, carries 0.08; number 9, H, carries 0.08; number 10, H, carries 0.07; number 11, H, carries 0.14; number 12, H, carries 0.11; number 13, H, carries 0.11; number 14, H, carries 0.12; number 15, H, carries 0.12



3.
C10H13BFNO3 | the ωB97M-V functional and the def2-TZVPD basis

Computed properties:
LUMO level: 0.6 eV
Structure (SMILES): CCOc1ccc(F)c2c1B(O)O[C@@H]2CN
Charge: 0
F_max: 0.0838 Eh/bohr
M: 225.0 Da

Atoms and positions in Å:
C1 2.459 1.866 1.478
C2 2.598 2.339 0.051
O1 1.409 2.157 -0.777
C3 0.962 0.860 -1.029
C4 1.839 -0.046 -1.679
C5 1.344 -1.306 -1.897
C6 0.083 -1.712 -1.485
F1 -0.475 -2.829 -1.967
C7 -0.695 -0.825 -0.829
C8 -0.268 0.455 -0.562
B1 -1.487 1.022 0.092
O2 -1.494 2.363 0.509
O3 -2.660 0.131 0.272
C9 -2.120 -1.145 -0.138
C10 -2.127 -2.039 1.097
N1 -3.408 -2.184 1.634
H1 2.099 0.836 1.497
H2 1.793 2.525 2.045
H3 3.407 1.787 1.949
H4 2.941 3.406 0.133
H5 3.371 1.786 -0.449
H6 2.810 0.267 -2.159
H7 2.055 -1.995 -2.345
H8 -0.736 2.854 0.050
H9 -2.731 -1.551 -0.941
H10 -1.723 -3.008 0.854
H11 -1.405 -1.603 1.876
H12 -3.949 -3.033 1.367
H13 -3.893 -1.377 1.356

The Löwdin scheme yields these atomic charges, measured in e: number 1, C, carries -0.07; number 2, C, carries -0.21; number 3, O, carries -0.08; number 4, C, carries -0.21; number 5, C, carries 0.01; number 6, C, carries 0.00; number 7, C, carries -0.23; number 8, F, carries 0.09; number 9, C, carries -0.03; number 10, C, carries 0.03; number 11, B, carries -0.47; number 12, O, carries 0.13; number 13, O, carries 0.08; number 14, C, carries -0.21; number 15, C, carries -0.26; number 16, N, carries 0.01; number 17, H, carries 0.08; number 18, H, carries 0.09; number 19, H, carries 0.07; number 20, H, carries 0.14; number 21, H, carries 0.09; number 22, H, carries 0.14; number 23, H, carries 0.12; number 24, H, carries 0.13; number 25, H, carries 0.15; number 26, H, carries 0.12; number 27, H, carries 0.15; number 28, H, carries 0.10; number 29, H, carries 0.05